This record from the Open Molecules 2025 dataset describes a cluster of 2 separate species, C17H10BrNO6 in total. The level of theory is ωB97M-V/def2-TZVPD.

Bonds (Å) are listed after each position.
Cartesian coordinates (Å):
1 O -2.08 0.42 -1.35  C2 1.220
2 C -1.19 0.88 -0.65  O1 1.220, C3 1.515, C16 1.486
3 C -0.05 1.66 -1.25  C2 1.515, N4 1.473, H22 1.098, H23 1.088
4 N 0.95 0.77 -1.87  C3 1.473, C5 1.419, C14 1.436
5 C 0.49 -0.09 -2.90  N4 1.419, O6 1.199, C7 1.497
6 O 0.25 0.22 -4.03  C5 1.199
7 C 0.49 -1.48 -2.34  C5 1.497, C8 1.380, C13 1.381
8 C -0.17 -2.61 -2.75  C7 1.380, C9 1.390, H24 1.080
9 C 0.00 -3.77 -2.00  C8 1.390, C10 1.398, H25 1.081
10 C 0.84 -3.78 -0.89  C9 1.398, C11 1.390, H26 1.079
11 C 1.51 -2.62 -0.50  C10 1.390, Br12 1.883, C13 1.381
12 Br 2.64 -2.66 1.00  C11 1.883
13 C 1.31 -1.46 -1.22  C7 1.381, C11 1.381, C14 1.513
14 C 1.82 -0.05 -1.06  N4 1.436, C13 1.513, O15 1.190
15 O 2.80 0.30 -0.48  C14 1.190
16 C -1.25 0.71 0.83  C2 1.486, C17 1.393, C21 1.390
17 C -2.48 0.88 1.46  C16 1.393, C18 1.384, H27 1.080
18 C -2.58 0.74 2.84  C17 1.384, C19 1.388, H28 1.082
19 C -1.46 0.41 3.59  C18 1.388, C20 1.387, H29 1.081
20 C -0.23 0.24 2.96  C19 1.387, C21 1.384, H30 1.080
21 C -0.13 0.40 1.59  C16 1.390, C20 1.384, H31 1.079
22 H 0.36 2.37 -0.53  C3 1.098
23 H -0.47 2.26 -2.06  C3 1.088
24 H -0.81 -2.57 -3.62  C8 1.080
25 H -0.53 -4.68 -2.28  C9 1.081
26 H 0.97 -4.67 -0.30  C10 1.079
27 H -3.33 1.13 0.85  C17 1.080
28 H -3.54 0.89 3.31  C18 1.082
29 H -1.55 0.31 4.66  C19 1.081
30 H 0.64 0.00 3.54  C20 1.080
31 H 0.85 0.32 1.13  C21 1.079
32 C 1.49 3.90 1.09  O33 1.292, O34 1.290, O35 1.321
33 O 1.87 3.87 -0.14  C32 1.292
34 O 2.26 4.34 2.03  C32 1.290
35 O 0.30 3.42 1.36  C32 1.321

lowest unoccupied orbital energy = 0.148 Eh
orbital gap = 2.43 eV
E_tot = -3733.99769 Eh
total charge = -2